Record 1
{"formula": "C20H35BrCl16O4P", "method": "wB97M-V/def2-TZVPD", "orbital_gap_ev": 6.2, "charge": -1, "homo_energy_ha": -0.157, "lumo_energy_ev": 1.90, "elements": ["C", "C", "C", "P", "O", "C", "C", "O", "Br", "O", "O", "C", "C", "C", "C", "C", "C", "C", "H", "H", "H", "H", "H", "H", "H", "H", "H", "H", "H", "H", "H", "H", "H", "H", "H", "H", "H", "C", "Cl", "Cl", "H", "H", "C", "Cl", "Cl", "H", "H", "C", "Cl", "Cl", "H", "H", "C", "Cl", "Cl", "H", "H", "C", "Cl", "Cl", "H", "H", "C", "Cl", "Cl", "H", "H", "C", "Cl", "Cl", "H", "H", "C", "Cl", "Cl", "H", "H"], "xyz": [[-0.643, -0.382, 2.688], [0.776, -0.008, 2.091], [0.602, 0.702, 0.698], [2.060, 0.343, -0.510], [0.876, 0.649, -1.783], [1.346, 0.121, -3.012], [2.906, 0.534, -3.009], [3.619, 0.016, -4.107], [2.750, 2.529, -3.390], [3.336, 0.172, -1.746], [1.639, 0.676, 3.020], [1.208, 1.997, 3.311], [1.971, 3.099, 2.472], [1.199, 4.207, 1.929], [1.916, 5.190, 1.118], [3.344, 4.994, 0.902], [4.110, 3.891, 1.465], [3.395, 2.908, 2.275], [-1.249, 0.549, 2.877], [-0.533, -0.954, 3.646], [-1.183, -0.992, 1.922], [1.278, -0.998, 1.872], [0.352, 1.794, 0.758], [-0.291, 0.215, 0.208], [2.484, 1.718, -0.478], [3.026, -0.028, 0.497], [1.612, -1.045, -0.638], [1.191, -0.998, -3.074], [0.914, 0.577, -3.948], [4.242, 0.678, -4.448], [0.102, 2.159, 3.269], [1.509, 2.196, 4.385], [0.111, 4.232, 2.147], [1.344, 6.042, 0.693], [3.880, 5.729, 0.263], [5.192, 3.721, 1.290], [3.876, 2.017, 2.737], [-4.771, 1.494, 3.273], [-4.229, 1.268, 1.607], [-3.707, 0.662, 4.414], [-4.771, 2.556, 3.502], [-5.776, 1.094, 3.374], [-0.551, -1.660, 6.703], [-1.998, -2.103, 5.785], [0.684, -0.936, 5.667], [-0.831, -0.944, 7.471], [-0.140, -2.555, 7.164], [-0.772, -3.061, -4.816], [-0.449, -3.739, -3.216], [-1.017, -1.312, -4.735], [0.076, -3.267, -5.463], [-1.665, -3.524, -5.219], [3.706, 3.944, -6.889], [4.623, 2.594, -6.219], [3.703, 5.332, -5.793], [4.158, 4.242, -7.831], [2.681, 3.624, -7.054], [-0.596, 4.580, -4.066], [-0.650, 4.745, -2.307], [-0.748, 2.891, -4.558], [-1.415, 5.148, -4.498], [0.355, 4.966, -4.426], [-1.109, -5.534, 5.756], [-1.084, -5.354, 7.516], [-1.197, -7.235, 5.283], [-1.976, -5.014, 5.363], [-0.201, -5.101, 5.345], [-4.631, -7.143, 3.405], [-6.373, -6.933, 3.622], [-3.781, -5.597, 3.486], [-4.254, -7.792, 4.191], [-4.449, -7.593, 2.434], [-4.321, -4.186, -7.443], [-3.733, -2.829, -6.479], [-3.585, -5.709, -6.927], [-5.399, -4.259, -7.328], [-4.072, -4.011, -8.486]], "atomic_forces_ev_per_a": [[0.5, 0.4, 0.1], [-1.0, -0.7, -1.3], [-0.4, -0.9, 0.4], [-1.4, 0.8, 1.3], [0.3, -0.3, -2.0], [1.0, 0.6, -0.2], [-1.9, -2.3, 1.4], [0.0, 0.1, 0.8], [0.4, 0.6, 0.5], [0.5, 0.6, -3.0], [-1.0, 0.3, 0.0], [1.1, 1.3, 0.7], [-0.3, -0.1, -0.4], [2.9, -0.3, -0.4], [0.6, -2.1, 1.3], [-0.4, -0.5, 0.5], [-2.6, -0.5, 0.8], [-1.1, 2.0, -1.0], [0.5, -1.0, -0.2], [-0.3, 0.5, -1.2], [0.4, 0.5, 0.7], [-0.2, 1.0, 0.3], [0.4, -0.8, 0.1], [0.9, 0.5, 0.5], [-0.2, 0.0, 0.0], [0.0, 0.1, -0.1], [0.4, 0.0, 0.0], [0.6, 0.9, 0.2], [0.0, -0.3, 1.2], [-0.3, -0.2, 0.4], [0.8, -0.3, -0.2], [-0.4, -0.3, -0.9], [0.9, 0.2, -0.4], [0.8, -0.7, 0.2], [-0.5, -0.6, 0.5], [-0.9, 0.5, -0.1], [-0.4, 0.8, -0.6], [-0.1, 0.1, 0.0], [-0.1, 0.1, 0.0], [-0.1, 0.0, 0.1], [0.1, -0.1, 0.0], [0.1, -0.1, 0.0], [0.3, 0.1, 0.2], [-0.1, -0.1, 0.1], [0.2, 0.0, 0.5], [-0.1, 0.0, -0.2], [-0.1, 0.0, -0.1], [0.1, 0.0, -0.1], [0.0, -0.1, 0.0], [-0.3, -0.2, -0.2], [0.0, 0.1, 0.2], [0.1, 0.0, 0.2], [-0.1, -0.1, 0.0], [0.3, 0.0, -0.5], [-0.1, 0.1, -0.1], [0.1, 0.0, 0.2], [0.1, 0.0, 0.2], [0.1, 0.1, -0.1], [0.0, 0.1, 0.0], [-0.1, 0.0, -0.1], [0.0, -0.1, 0.1], [0.0, -0.2, 0.1], [0.0, 0.2, -0.2], [0.0, 0.1, 0.0], [0.0, 0.0, 0.0], [0.0, -0.1, 0.1], [0.0, -0.1, 0.1], [0.1, -0.2, 0.0], [0.0, -0.1, 0.0], [-0.1, 0.0, -0.1], [-0.1, 0.1, 0.0], [-0.1, 0.1, 0.0], [-0.1, 0.1, -0.1], [-0.2, 0.1, -0.2], [0.0, -0.1, -0.1], [0.1, 0.0, 0.1], [0.1, 0.0, 0.1]]}



Record 2
{"formula": "C18H21ClN2O7", "method": "wB97M-V/def2-TZVPD", "orbital_gap_ev": 8.7, "homo_energy_ha": -0.321, "lumo_energy_ev": -0.06, "smiles": "CNC(=O)[C@H](Cc1ccc(O)cc1)NC(C)=O.O=C1C=C[C@H]([C@H](Cl)C(=O)O)O1", "elements": ["C", "N", "C", "O", "C", "C", "C", "C", "C", "C", "O", "C", "C", "N", "C", "C", "O", "H", "H", "H", "H", "H", "H", "H", "H", "H", "H", "H", "H", "H", "H", "H", "H", "O", "C", "C", "C", "C", "C", "Cl", "C", "O", "O", "O", "H", "H", "H", "H", "H"], "xyz": [[2.366, 0.532, -1.396], [1.745, -0.555, -0.643], [2.274, -1.779, -0.515], [3.328, -2.081, -1.066], [1.540, -2.808, 0.372], [1.785, -2.527, 1.868], [1.211, -1.240, 2.444], [0.069, -0.620, 1.890], [-0.440, 0.563, 2.453], [0.147, 1.102, 3.614], [-0.379, 2.220, 4.176], [1.263, 0.465, 4.197], [1.798, -0.695, 3.604], [1.984, -4.175, 0.065], [1.291, -5.309, 0.158], [-0.152, -5.281, 0.625], [1.804, -6.376, -0.138], [3.424, 0.605, -1.135], [2.285, 0.336, -2.467], [1.878, 1.477, -1.159], [0.912, -0.341, -0.116], [0.477, -2.734, 0.156], [1.364, -3.347, 2.451], [2.863, -2.533, 2.040], [-0.456, -1.050, 1.051], [-1.312, 1.042, 2.030], [0.047, 2.442, 5.004], [1.712, 0.869, 5.091], [2.659, -1.177, 4.048], [2.918, -4.265, -0.312], [-0.752, -4.711, -0.081], [-0.523, -6.305, 0.667], [-0.212, -4.840, 1.617], [-5.425, 4.383, -1.854], [-4.264, 4.315, -2.226], [-3.907, 4.171, -3.607], [-2.548, 4.135, -3.673], [-1.997, 4.282, -2.280], [-1.067, 3.136, -1.855], [0.387, 3.137, -2.916], [-1.739, 1.760, -1.893], [-1.918, 1.180, -0.835], [-2.055, 1.217, -3.094], [-3.164, 4.357, -1.435], [-4.617, 4.097, -4.422], [-1.955, 4.016, -4.576], [-1.440, 5.225, -2.211], [-0.749, 3.322, -0.825], [-2.461, 0.360, -2.891]], "atomic_forces_ev_per_a": [[0.3, -0.5, 0.1], [-0.8, 0.5, 0.2], [1.2, -0.7, -0.5], [-0.3, -0.1, 0.2], [-0.1, -0.3, 0.3], [-0.1, 0.6, 0.2], [-0.2, 0.2, -0.1], [0.6, 0.6, 1.4], [0.4, -0.3, 0.5], [0.8, -1.0, 0.1], [-0.6, 0.2, -0.5], [-0.3, -0.6, -1.1], [-1.0, 0.7, -0.5], [0.5, 2.1, -0.2], [-0.7, -1.5, 0.0], [0.3, 0.1, 0.0], [0.2, -0.1, 0.0], [-0.1, 0.0, -0.1], [0.1, 0.1, 0.0], [0.0, -0.2, 0.0], [0.2, 0.0, -0.1], [-0.2, -0.1, 0.0], [0.1, -0.2, -0.1], [0.0, -0.1, 0.0], [-0.1, 0.0, -0.1], [0.0, 0.0, 0.0], [0.2, -0.1, 0.1], [0.1, 0.1, 0.1], [0.0, 0.0, 0.0], [0.0, 0.1, 0.0], [-0.2, 0.1, 0.1], [0.1, 0.1, -0.1], [-0.2, 0.2, 0.1], [1.9, 0.0, 0.5], [-3.4, 0.1, 0.5], [3.0, -0.2, -1.3], [-1.9, 0.0, -0.4], [-0.1, 0.1, -0.7], [-0.3, 0.0, -0.4], [-0.4, 0.1, 0.2], [0.1, -1.0, 1.4], [0.0, 0.4, -1.3], [0.3, 0.9, 0.8], [0.7, -0.2, -0.1], [0.1, 0.0, 0.3], [0.0, 0.1, 0.4], [0.0, -0.1, 0.2], [0.0, -0.3, -0.3], [0.0, 0.0, 0.0]]}



Record 3
{"formula": "C2H4ClNO", "method": "wB97M-V/def2-TZVPD", "orbital_gap_ev": 9.5, "homo_energy_ha": -0.318, "lumo_energy_ev": 0.85, "de_lowest_ev": 3.490, "elements": ["C", "C", "N", "O", "Cl", "H", "H", "H", "H"], "xyz": [[-0.367, 1.334, 0.238], [-0.051, -0.497, -0.162], [1.335, -0.888, 0.083], [0.532, 2.096, 0.528], [1.922, -0.607, 1.671], [-1.342, 1.609, 0.279], [-0.597, -1.024, 0.605], [-0.128, -0.507, -1.210], [1.890, -0.381, -0.723]], "atomic_forces_ev_per_a": [[5.4, -2.7, 0.2], [1.9, 3.7, 3.2], [0.4, 1.3, -3.2], [-1.4, -1.4, -0.8], [0.0, 0.2, -0.3], [-3.5, 0.9, 0.0], [-1.1, -0.3, -0.7], [-1.1, -0.7, -1.2], [-0.6, -1.1, 2.8]]}



Record 4
{"formula": "C36H41F21O18", "method": "wB97M-V/def2-TZVPD", "orbital_gap_ev": 9.9, "homo_energy_ha": -0.357, "lumo_energy_ev": 0.17, "smiles": "O=C1OC[C@@H](F)O1.O=C1OC[C@@H](F)O1.CCOC(=O)C(F)(F)F.CCOC(=O)C(F)(F)F.CCOC(=O)C(F)(F)F.CCOC(=O)C(F)(F)F.CCOC(=O)C(F)(F)F.CCOC(=O)C(F)(F)F.Fc1ccccc1", "elements": ["O", "C", "O", "C", "C", "F", "O", "H", "H", "H", "O", "C", "O", "C", "C", "F", "O", "H", "H", "H", "C", "C", "O", "C", "O", "C", "F", "F", "F", "H", "H", "H", "H", "H", "C", "C", "O", "C", "O", "C", "F", "F", "F", "H", "H", "H", "H", "H", "C", "C", "O", "C", "O", "C", "F", "F", "F", "H", "H", "H", "H", "H", "C", "C", "O", "C", "O", "C", "F", "F", "F", "H", "H", "H", "H", "H", "C", "C", "O", "C", "O", "C", "F", "F", "F", "H", "H", "H", "H", "H", "C", "C", "O", "C", "O", "C", "F", "F", "F", "H", "H", "H", "H", "H", "F", "C", "C", "C", "C", "C", "C", "H", "H", "H", "H", "H"], "xyz": [[3.659, 4.063, 4.813], [2.726, 3.601, 4.254], [2.526, 3.517, 2.924], [1.246, 2.940, 2.697], [0.823, 2.384, 4.038], [1.223, 1.088, 4.134], [1.671, 3.089, 4.985], [0.626, 3.623, 2.150], [1.357, 2.046, 2.085], [-0.187, 2.449, 4.306], [4.434, -6.763, 5.991], [3.485, -6.611, 5.287], [3.494, -6.586, 3.888], [2.151, -6.347, 3.414], [1.313, -6.805, 4.567], [1.030, -8.115, 4.517], [2.179, -6.601, 5.688], [2.004, -5.258, 3.225], [1.867, -6.975, 2.544], [0.409, -6.215, 4.679], [-3.939, 6.105, 0.642], [-3.216, 6.670, 1.769], [-1.976, 7.206, 1.154], [-0.889, 6.579, 1.591], [-0.755, 5.515, 2.068], [0.361, 7.411, 1.047], [0.396, 8.677, 1.213], [1.509, 6.908, 1.453], [0.221, 7.149, -0.285], [-4.851, 5.684, 1.019], [-3.394, 5.227, 0.288], [-4.034, 6.761, -0.161], [-3.009, 5.910, 2.539], [-3.656, 7.551, 2.129], [6.094, 1.240, 1.796], [5.240, 1.192, 0.583], [4.622, -0.064, 0.273], [3.553, -0.452, 1.073], [3.032, 0.194, 1.929], [3.124, -1.923, 0.787], [4.220, -2.727, 0.934], [2.124, -2.324, 1.612], [2.615, -2.015, -0.462], [6.766, 2.052, 1.718], [6.769, 0.394, 1.770], [5.460, 1.347, 2.658], [5.739, 1.419, -0.430], [4.448, 1.977, 0.647], [-3.352, -3.643, 0.474], [-4.226, -2.999, -0.585], [-4.586, -4.027, -1.545], [-5.554, -4.866, -1.335], [-6.278, -4.871, -0.383], [-5.493, -6.048, -2.341], [-6.750, -6.672, -2.583], [-4.981, -5.622, -3.580], [-4.664, -6.930, -1.825], [-2.486, -4.163, -0.015], [-3.839, -4.284, 1.190], [-2.921, -2.780, 0.968], [-3.640, -2.260, -1.203], [-5.108, -2.546, -0.120], [-2.659, -8.207, -0.034], [-1.469, -8.132, 0.959], [-0.795, -6.855, 0.785], [-0.025, -6.611, -0.284], [0.131, -7.319, -1.244], [0.610, -5.196, -0.212], [-0.020, -4.359, 0.630], [1.893, -5.231, 0.131], [0.508, -4.752, -1.459], [-3.350, -8.958, 0.302], [-2.328, -8.511, -1.023], [-3.236, -7.250, 0.001], [-0.760, -8.907, 0.743], [-1.786, -8.125, 1.965], [1.722, -0.284, -4.502], [2.362, 0.385, -3.301], [1.765, 1.632, -3.046], [1.710, 1.964, -1.759], [2.014, 1.268, -0.877], [1.409, 3.509, -1.650], [1.854, 3.895, -0.440], [2.097, 4.083, -2.631], [0.120, 3.749, -1.749], [0.616, -0.372, -4.334], [2.069, -1.252, -4.709], [1.873, 0.282, -5.464], [3.371, 0.679, -3.593], [2.309, -0.323, -2.493], [2.081, 4.505, -5.658], [0.554, 4.350, -5.442], [0.008, 5.562, -4.806], [-1.249, 5.548, -4.415], [-2.079, 4.735, -4.678], [-1.602, 6.748, -3.559], [-1.747, 6.325, -2.313], [-0.525, 7.606, -3.594], [-2.675, 7.404, -4.031], [2.552, 3.725, -5.094], [2.498, 5.433, -5.167], [2.327, 4.451, -6.755], [0.343, 3.521, -4.817], [0.053, 4.160, -6.363], [-2.264, 1.618, 3.116], [-2.082, 1.253, 1.866], [-1.379, 0.090, 1.624], [-1.237, -0.310, 0.322], [-1.728, 0.501, -0.775], [-2.467, 1.679, -0.456], [-2.612, 2.051, 0.866], [-1.044, -0.487, 2.436], [-0.637, -1.184, 0.121], [-1.630, 0.209, -1.796], [-2.974, 2.331, -1.191], [-3.223, 2.900, 1.195]], "atomic_forces_ev_per_a": [[0.7, 0.3, -0.4], [-0.4, 0.0, 1.0], [0.0, 0.0, 0.7], [0.2, -1.4, -0.7], [2.4, 1.1, 0.9], [-0.3, -0.7, -0.2], [-0.9, -0.2, -1.9], [-0.5, 0.6, 0.4], [0.3, 0.1, -0.3], [-1.4, 0.2, 0.5], [-1.0, 0.6, -0.8], [0.0, -1.2, -1.1], [-0.1, 0.3, 0.7], [0.3, 0.0, -0.2], [0.9, 1.3, 1.1], [-0.4, -0.8, -0.2], [-0.3, 0.2, 0.0], [0.1, -0.8, 0.0], [0.7, 0.5, 0.3], [-0.2, -0.2, 0.3], [-0.2, -2.6, 0.4], [1.5, -0.1, -0.6], [0.2, -0.7, 1.9], [1.3, 2.8, -1.9], [-0.2, -1.6, 1.2], [-1.0, -2.8, -0.8], [-0.4, 2.2, 0.5], [0.4, -0.4, 0.3], [0.6, 0.3, -0.3], [-1.0, 0.1, -0.2], [0.2, 0.0, -0.2], [-0.6, 1.2, -1.2], [0.1, 0.6, -0.2], [-0.8, 1.0, 0.9], [0.1, -1.0, -0.6], [-0.9, 2.0, -2.8], [-1.9, -1.6, 1.6], [1.4, 0.7, -0.4], [0.2, -0.1, -0.3], [0.1, 0.1, -0.1], [-1.5, 0.5, -0.3], [1.3, 0.3, -0.4], [0.6, -0.3, 0.4], [0.4, 1.3, 0.0], [-0.1, -0.5, 0.6], [0.2, -0.3, 0.6], [-0.2, -0.3, 1.8], [0.3, -0.6, 0.1], [1.4, 0.6, -1.0], [0.3, -0.3, -0.1], [0.5, 0.5, -1.4], [-0.4, -0.3, 0.9], [-0.5, -0.2, -0.1], [-1.4, 0.4, -2.4], [2.9, 1.5, 0.6], [-1.1, -1.0, 2.1], [-0.1, -0.5, -0.3], [-0.9, 0.3, 0.5], [-0.4, -0.2, 0.0], [0.2, 0.0, 0.6], [-0.8, -0.7, 0.8], [0.0, -0.1, -0.4], [0.2, 0.6, 1.0], [-0.6, 0.6, -2.5], [0.8, 0.6, 0.1], [-0.9, -1.1, 0.3], [0.1, 0.4, 0.9], [-0.5, -0.5, -0.2], [0.2, -0.2, -0.4], [0.2, -0.1, 0.1], [0.2, 0.9, -0.1], [-0.3, -0.5, 0.3], [0.0, 0.5, -0.1], [0.7, -0.7, -0.3], [0.4, -0.5, 0.1], [-0.2, 0.0, 1.1], [-1.9, 2.0, -0.9], [0.8, -1.1, -2.0], [-1.3, 0.6, 0.3], [-0.1, 2.0, -2.2], [0.3, -1.3, 2.7], [0.9, -2.3, 0.9], [-0.3, 0.5, -0.7], [-0.2, 0.9, 0.3], [-0.5, 0.6, -0.2], [0.9, 0.1, -0.2], [0.8, -1.4, 0.2], [-0.2, -0.3, 1.0], [0.4, -0.6, 0.5], [0.2, 0.3, 0.6], [-0.4, 1.1, -0.1], [0.8, 1.1, 0.1], [0.7, -0.5, -0.1], [0.0, -0.3, -0.9], [-0.4, -0.8, -0.1], [2.0, 1.2, -0.8], [-0.7, 0.4, 0.3], [-1.3, -0.2, 0.4], [0.4, -0.5, 0.8], [0.4, -0.7, -0.1], [-0.7, -0.7, -0.9], [0.0, 0.2, 1.3], [-0.2, -0.7, 0.8], [-0.5, 0.2, -0.7], [-0.2, 0.5, 1.5], [0.2, -0.1, -1.3], [-0.8, 0.7, -0.5], [0.1, 1.2, -2.4], [-0.7, 0.4, 2.5], [0.4, -0.7, -0.6], [-0.4, 0.0, 0.8], [0.6, -0.6, 0.9], [-0.1, -0.2, -0.2], [0.2, -0.3, -0.5], [0.6, -0.7, 0.1], [0.4, -0.2, -0.4]]}